(1)
This record from OMol25 describes a 2-piece molecular cluster, C4H6ClNO2 overall. The level of theory is ωB97M-V/def2-TZVPD.

Properties
relative energy (zero: lowest compared OMol25 entry of this formula, charge and spin)	626.7	kJ/mol
highest occupied orbital energy (spin up / spin down)	-7.47 / -10.12	eV
HOMO-LUMO gap (spin up / spin down)	5.5 / 10.0	eV
electronic energy	-821.233860	hartree

Element x y z (Å)
Cl1 1.778 -2.495 0.250
O1 3.701 1.253 -1.005
O2 2.792 1.501 0.977
N1 2.859 1.075 -0.160
C1 0.850 -1.119 0.106
C2 0.105 -0.528 -1.035
C3 -0.346 0.587 -0.065
C4 0.409 -0.115 1.084
H1 -0.184 -0.474 1.927
H2 0.060 1.564 -0.306
H3 0.703 -0.221 -1.894
H4 1.232 0.496 1.503
H5 -0.710 -1.154 -1.404
H6 -1.420 0.663 0.069

***

(2)
This record from OMol25 describes C9H19N5Sc as an isolated structure. The level of theory is ωB97M-V/def2-TZVPD.

Properties
highest occupied orbital energy	-20.32	eV
HOMO-LUMO gap	8.2	eV
electronic energy	-1387.860263	hartree
total charge	+3

Element x y z (Å)
Sc1 0.004 0.081 0.656
N1 -0.155 -1.242 3.704
N2 -0.830 1.485 -0.897
N3 -0.034 -0.252 2.786
N4 -0.792 -1.374 -0.856
N5 1.642 0.064 -0.884
C1 -1.627 -0.673 -1.901
C2 -2.004 0.745 -1.479
C3 1.446 -1.021 -1.913
C4 0.075 0.612 4.872
C5 1.612 1.438 -1.495
C6 0.109 0.890 3.524
C7 0.409 -2.047 -1.459
C8 -0.095 -0.765 4.945
C9 0.205 1.825 -1.943
H1 0.229 1.859 3.053
H2 0.116 -2.661 -2.312
H3 -0.273 -2.210 3.446
H4 0.196 2.895 -2.148
H5 -1.366 -2.128 -0.477
H6 2.589 -0.048 -0.520
H7 1.155 -0.559 -2.854
H8 -2.399 1.275 -2.347
H9 1.979 2.149 -0.748
H10 -2.544 -1.229 -2.087
H11 -1.215 2.371 -0.572
H12 0.841 -2.718 -0.713
H13 -2.799 0.723 -0.729
H14 0.162 1.302 5.694
H15 2.385 -1.541 -2.099
H16 2.288 1.494 -2.350
H17 -1.072 -0.665 -2.836
H18 -0.063 1.328 -2.873
H19 -0.173 -1.404 5.814

***

(3)
This record from OMol25 describes one molecule with the formula CH5N3OS. The level of theory is ωB97M-V/def2-TZVPD.

Properties
structure (SMILES)	NNC(=S)NO
relative energy (zero: lowest compared OMol25 entry of this formula, charge and spin)	367.7	kJ/mol
highest occupied orbital energy	-8.51	eV
HOMO-LUMO gap	8.9	eV
electronic energy	-678.635895	hartree

Element x y z (Å)
S1 -2.635 0.101 0.037
O1 1.067 1.484 -0.133
N1 -0.291 1.463 0.216
N2 1.029 -1.005 0.287
N3 -0.179 -0.703 -0.505
C1 -0.993 0.436 -0.071
H1 -0.927 -1.471 -0.238
H2 0.911 -1.776 0.982
H3 1.320 0.331 -0.010
H4 1.687 -1.168 -0.446
H5 -0.989 2.307 -0.119

***

(4)
This record from OMol25 describes a 11-piece molecular cluster, C31H89N7O16 overall. The level of theory is ωB97M-V/def2-TZVPD.

Properties
structure (SMILES)	COCCNCCOC.COCCNCCOC.COCCNCCOC.COCCNCCOC.COCCNCCOC.NC(N)=O.O.O.O.O.O
relative energy (zero: lowest compared OMol25 entry of this formula, charge and spin)	0.0	kJ/mol
highest occupied orbital energy	-8.39	eV
HOMO-LUMO gap	8.5	eV
electronic energy	-2821.459545	hartree

Element x y z (Å)
O1 1.670 2.022 -3.009
O2 0.996 -2.411 1.171
O3 -0.682 -1.967 -2.368
O4 -3.231 -2.297 4.123
O5 10.123 -1.259 -4.714
O6 -3.057 -0.117 2.426
O7 1.098 0.911 6.210
O8 -4.169 3.540 -0.542
O9 -3.744 0.265 -3.980
O10 1.051 3.894 -0.960
O11 4.088 0.481 -2.987
O12 -6.439 7.218 -4.883
O13 -1.634 3.451 2.993
O14 -0.213 2.265 0.932
O15 -2.615 -5.425 0.343
O16 5.191 -2.815 6.421
N1 2.917 -1.043 5.552
N2 -0.089 0.204 1.905
N3 -0.695 -3.987 3.143
N4 6.538 -0.667 -4.309
N5 -0.990 0.777 -3.318
N6 1.383 0.761 0.260
N7 -5.276 4.221 -3.044
C1 7.816 -1.384 -4.284
C2 -0.833 0.486 -1.881
C3 -5.664 7.570 -6.034
C4 -0.927 -2.914 4.130
C5 11.138 -0.630 -5.451
C6 3.835 -3.186 6.332
C7 4.149 -0.751 -3.730
C8 -1.937 1.864 -3.616
C9 4.564 0.532 -1.680
C10 -2.246 -2.951 4.911
C11 8.936 -0.476 -4.724
C12 -3.596 2.851 0.575
C13 3.212 -2.419 5.171
C14 -5.697 6.495 -3.903
C15 -1.898 -2.343 -1.745
C16 -4.574 -2.620 4.484
C17 -5.478 3.125 -0.862
C18 -1.457 -5.236 1.137
C19 0.311 1.151 1.010
C20 -2.428 -6.387 -0.667
C21 -5.869 4.990 -4.125
C22 -0.050 -0.840 -1.802
C23 5.503 -1.452 -3.634
C24 0.077 1.849 6.330
C25 -3.373 1.466 -3.340
C26 5.764 -3.226 7.646
C27 -5.108 0.004 -3.777
C28 -6.070 4.174 -1.801
C29 -1.745 -4.153 2.156
C30 1.808 1.040 4.979
C31 2.210 -0.323 4.464
H1 -4.656 -2.473 5.568
H2 1.216 1.541 4.206
H3 11.405 0.330 -4.981
H4 -5.450 2.159 -1.376
H5 0.314 -0.712 1.982
H6 -1.355 -0.070 -3.743
H7 -0.478 -4.842 3.637
H8 -1.413 -6.370 -1.075
H9 -1.979 2.688 3.469
H10 -0.131 1.179 -1.421
H11 12.083 -1.173 -5.391
H12 -6.082 3.113 0.053
H13 3.344 -1.358 -3.301
H14 -1.377 3.097 2.122
H15 4.268 1.420 -1.124
H16 -5.344 -0.402 -2.784
H17 -0.591 -4.943 0.535
H18 -0.330 1.957 7.337
H19 -3.179 -6.245 -1.441
H20 -0.752 -1.953 3.652
H21 -4.274 2.969 1.422
H22 1.372 3.208 -1.571
H23 -2.679 -4.455 2.656
H24 -6.197 6.693 -2.957
H25 -4.053 2.291 -3.579
H26 3.264 -2.940 7.237
H27 -3.465 1.357 -2.248
H28 -1.312 -6.198 1.642
H29 -5.360 6.658 -6.551
H30 -5.415 -0.807 -4.443
H31 3.956 -0.370 -4.731
H32 -2.600 -7.385 -0.236
H33 0.888 -0.714 -2.344
H34 -1.983 -3.198 1.681
H35 -2.380 -3.957 5.317
H36 -4.385 4.606 -2.745
H37 2.668 1.682 5.189
H38 3.735 -4.264 6.154
H39 5.368 -2.423 -4.112
H40 -2.648 3.343 0.723
H41 -0.773 1.613 5.670
H42 -3.313 -0.830 3.047
H43 7.825 -2.235 -4.965
H44 -5.722 0.881 -3.993
H45 -2.597 -1.506 -1.685
H46 -6.941 4.786 -4.135
H47 -2.350 -3.125 -2.350
H48 3.925 -2.322 4.350
H49 0.627 3.390 -0.233
H50 -4.644 6.778 -3.834
H51 -0.159 -3.106 4.883
H52 7.951 -1.765 -3.261
H53 6.829 -3.401 7.487
H54 6.598 0.188 -3.764
H55 2.803 -0.194 3.560
H56 -1.783 0.371 -1.359
H57 2.276 -1.003 6.338
H58 5.658 0.516 -1.611
H59 0.836 1.663 -3.369
H60 -7.101 3.874 -1.996
H61 0.330 2.880 6.045
H62 -3.726 -0.133 1.733
H63 -5.276 -2.014 3.923
H64 1.813 -0.123 0.452
H65 -2.094 -2.289 5.771
H66 -4.764 -3.691 4.355
H67 5.620 -2.509 8.456
H68 -5.474 4.689 -5.100
H69 1.786 1.435 -0.369
H70 10.866 -0.470 -6.498
H71 5.386 -4.209 7.953
H72 -1.821 2.072 -4.685
H73 -3.448 1.802 0.306
H74 1.318 -0.939 4.300
H75 -1.652 -2.705 -0.738
H76 0.197 -1.039 -0.747
H77 0.365 -2.906 1.734
H78 -1.043 0.256 2.241
H79 8.669 -0.180 -5.746
H80 -4.783 8.110 -5.682
H81 -6.070 5.154 -1.319
H82 -1.679 2.778 -3.083
H83 5.769 -1.552 -2.573
H84 1.551 -3.088 0.771
H85 2.317 -2.967 4.832
H86 -6.304 8.183 -6.660
H87 2.363 1.397 -3.294
H88 4.184 -0.315 -1.088
H89 9.055 0.436 -4.132